A cluster of 2 separate species, C7H14NOS in total in a non-equilibrium geometry. Source: the Open Molecules 2025 dataset; level of theory: ωB97M-V/def2-TZVPD.

XYZ file:
```
24
Properties=species:S:1:pos:R:3:forces:R:3
C 2.890095 1.292930 -0.686398 -0.23 -0.66 0.47
C 2.024214 0.250299 -0.819714 0.66 1.56 -0.61
C -2.031366 0.009447 0.207211 -1.51 1.06 0.43
C -2.353870 1.168399 1.173230 0.53 1.02 -1.48
C 1.895317 -0.468817 1.619598 -2.33 2.06 -2.24
C -1.401971 0.219965 -0.935830 3.10 2.21 -0.38
C 1.711305 -0.768542 0.152022 -0.07 -0.19 1.09
N -1.079218 -0.937596 -1.724534 -0.69 -1.63 -4.42
O -2.549396 -1.230568 0.294267 -1.88 -0.82 3.22
S 1.085738 -2.200988 -0.315901 0.52 -0.39 0.24
H 3.040385 2.032560 -1.500778 -0.09 -0.73 0.67
H 3.512375 1.408502 0.241778 -0.76 -0.01 -1.09
H 1.484914 0.109204 -1.757355 0.40 0.24 -0.08
H -1.366632 1.743139 1.371636 -1.91 -0.86 -0.12
H -2.857648 0.858188 2.069031 0.28 -0.41 0.65
H -3.139533 1.867448 0.694480 1.52 -0.99 0.44
H 2.664412 0.208280 1.776985 1.37 1.48 0.33
H 0.949030 -0.040637 2.026651 0.58 -0.10 -0.41
H 2.081363 -1.293258 2.146010 0.69 -3.49 2.01
H -0.670838 1.127816 -1.129499 -2.06 -1.97 0.34
H -3.108255 -1.409652 1.150039 1.64 0.75 -2.34
H -1.498179 -1.880048 -1.522610 -0.38 1.45 0.44
H -1.180255 -0.842063 -2.798427 -0.61 0.35 1.93
H -0.101985 -1.224011 -1.731885 1.22 0.10 0.90
```
Forces are in eV/Å.

As for the largest force on an atom: 4.76 eV/A. The electronic energy is -802.95955 hartree. The value obtained for the gap between HOMO and LUMO is 8.2 eV. The calculation puts the highest occupied orbital energy at -12.469 eV. The total charge is +1.

Atomic partial charges in e from the Mulliken method, atoms 1 to 5: -0.84, -0.11, 0.85, -1.18, -1.18